DFT (ωB97M-V with the def2-TZVPD basis set) results for CN2O4S in the gas phase.

Atoms and positions in Å:
1 C -0.41009 -1.14099 1.11440
2 N -0.90346 -2.16529 1.06532
3 N -0.03208 0.18724 -1.28542
4 O -0.80699 0.66511 -2.08436
5 O 0.76959 -0.64118 -1.34912
6 O 1.15316 1.48254 0.67003
7 O -1.26635 1.46500 0.92921
8 S -0.07190 0.79898 0.53642

Output
⟨S²⟩ = 2.01
net charge = 0
orbital gap (spin up / spin down) = 6.58 / 6.96 eV
multiplicity = 3
relative energy (zero: lowest compared OMol25 entry of this formula, charge and spin) = 371.22 kJ/mol



DFT (ωB97M-V with the def2-TZVPD basis set) results for a 2-piece molecular cluster, CN3O3PS overall.

Atoms and positions in Å:
1 C 0.12044 -0.10099 -0.89216
2 N -0.00190 -2.16864 0.17225
3 N -0.49287 -2.21322 1.22208
4 N -0.97157 -2.39068 2.25170
5 O -0.52334 1.68521 1.18141
6 O 1.65864 1.66895 -0.18533
7 O -0.56709 2.34744 -1.29177
8 P 0.13951 1.65446 -0.14987
9 S 0.63818 -0.48254 -2.30830

Output
net charge = -2
orbital gap (spin up / spin down) = 6.14 / 6.14 eV
relative energy (zero: lowest compared OMol25 entry of this formula, charge and spin) = 292.64 kJ/mol



DFT (ωB97M-V with the def2-TZVPD basis set) results for an isolated ion of composition CN5O2 and charge +1.

Atoms and positions in Å:
1 C -0.04484 0.15045 0.03277
2 N -0.27242 1.44701 -0.37075
3 N -1.25892 -0.44708 0.29068
4 N -1.52782 1.62232 -0.26918
5 N -2.08754 0.50564 0.00417
6 N 1.53139 -1.45513 0.33224
7 O 3.06051 -1.78776 0.12014
8 O 1.16400 -0.34237 -0.06879

Output
net charge = +1
orbital gap (spin up / spin down) = 7.81 / 6.78 eV
relative energy (zero: lowest compared OMol25 entry of this formula, charge and spin) = 649.15 kJ/mol



DFT (ωB97M-V with the def2-TZVPD basis set) results for a 2-piece molecular cluster, CN6O2 overall.

Atoms and positions in Å:
1 C 0.51373 0.32128 -0.63797
2 N 0.87463 -1.67798 2.54844
3 N 0.10418 -1.56878 1.69076
4 N 1.53857 0.30806 -0.12599
5 N 1.61210 -1.72885 3.40413
6 N -0.58609 0.15606 -1.27848
7 N -1.31089 1.11624 -1.74186
8 O -0.93933 2.34518 -1.77248
9 O -2.40883 0.89212 -2.36300

Output
net charge = -2
orbital gap = 6.25 eV
relative energy (zero: lowest compared OMol25 entry of this formula, charge and spin) = 85.95 kJ/mol



DFT (ωB97M-V with the def2-TZVPD basis set) results for a 2-piece molecular cluster, CNO2S2 overall.

Atoms and positions in Å:
1 C 2.36256 -2.06700 -0.72972
2 N 3.33053 -2.64692 -0.97954
3 O -0.26206 1.86278 -0.16512
4 O -2.23514 0.49014 -0.63570
5 S -2.01216 1.44702 2.19724
6 S -1.18372 0.91400 0.31284

Output
net charge = -1
orbital gap (spin up / spin down) = 3.34 / 3.44 eV
relative energy (zero: lowest compared OMol25 entry of this formula, charge and spin) = 422.64 kJ/mol



DFT (ωB97M-V with the def2-TZVPD basis set) results for a 2-piece molecular cluster, CNO4 overall.

Atoms and positions in Å:
1 C 1.02289 0.05554 2.08479
2 N -0.73290 0.23672 -1.98196
3 O 2.13237 0.24059 2.45259
4 O -0.06365 -0.12495 1.76634
5 O -0.84063 -0.20842 -3.19804
6 O -1.51808 -0.19948 -1.12371

Output
net charge = -1
orbital gap = 5.81 eV
relative energy (zero: lowest compared OMol25 entry of this formula, charge and spin) = 28.38 kJ/mol



DFT (ωB97M-V with the def2-TZVPD basis set) results for CNO5S2Sn as an isolated structure.

Atoms and positions in Å:
1 Sn -1.09966 -0.23668 0.72410
2 N 2.03824 0.60894 -0.49050
3 S 1.07880 1.76000 -0.24924
4 O -0.03065 1.46974 0.73707
5 S 1.54477 -1.15480 -0.49417
6 O 0.47090 -1.30493 0.59348
7 O 2.78493 -1.90657 -0.21336
8 O -3.99290 -0.91272 -0.61228
9 C -2.96096 -0.55839 -0.02455
10 O -2.79123 0.71936 0.31826

Output
net charge = -1
orbital gap (spin up / spin down) = 6.93 / 6.27 eV



DFT (ωB97M-V with the def2-TZVPD basis set) results for CNa10O3 as an isolated structure.

Atoms and positions in Å:
1 Na 1.60810 -1.49510 2.09106
2 Na -1.34223 0.03755 3.31802
3 Na -1.86508 1.78322 -2.20144
4 Na -1.67919 2.35776 1.21587
5 Na -0.34349 -2.92931 -0.04248
6 Na 1.47740 2.78947 0.99311
7 Na -3.06352 -0.28424 0.26861
8 Na 0.44113 -1.45494 -3.03484
9 Na 1.97265 1.26706 -1.92401
10 Na 2.71852 -2.24358 -0.87903
11 C 0.06121 0.02948 0.02858
12 O -0.49468 -0.23431 1.09962
13 O -0.19601 1.21814 -0.31995
14 O 0.70524 -0.84116 -0.61314

Output
net charge = +8
orbital gap = 10.72 eV
relative energy (zero: lowest compared OMol25 entry of this formula, charge and spin) = 2549.41 kJ/mol



DFT (ωB97M-V with the def2-TZVPD basis set) results for a 2-piece molecular cluster, CO2PS overall.

Atoms and positions in Å:
1 C 0.07017 0.37321 1.23123
2 O 1.13743 0.66419 0.89893
3 O -0.95420 0.16083 1.60212
4 P -0.66606 -0.16856 -2.14804
5 S 0.10274 -0.78641 -3.87957

Output
net charge = -1
orbital gap (spin up / spin down) = 4.73 / 4.73 eV
relative energy (zero: lowest compared OMol25 entry of this formula, charge and spin) = 29.66 kJ/mol



DFT (ωB97M-V with the def2-TZVPD basis set) results for a 2-piece molecular cluster, CO3S3 overall.

Atoms and positions in Å:
1 C 2.31586 0.44413 -0.11258
2 O -0.36306 0.29297 0.18280
3 O -1.85384 -1.58754 0.74833
4 O 2.22716 1.50932 0.31905
5 S 2.46773 -0.97909 -0.67992
6 S -3.13108 0.61899 -0.62670
7 S -1.66277 -0.29878 0.16901

Output
net charge = 0
orbital gap = 9.28 eV
relative energy (zero: lowest compared OMol25 entry of this formula, charge and spin) = 0.75 kJ/mol



DFT (ωB97M-V with the def2-TZVPD basis set) results for CO3S3 in the gas phase.

Atoms and positions in Å:
1 C 1.31172 0.18907 0.05779
2 O -1.50760 0.05467 1.26413
3 O -1.95757 0.01263 -1.15907
4 O 0.02579 -1.28087 -0.29356
5 S 2.79451 -0.26846 0.41164
6 S 0.43718 1.52915 -0.20109
7 S -1.10402 -0.23619 -0.07983

Output
net charge = 0
orbital gap = 8.73 eV
relative energy (zero: lowest compared OMol25 entry of this formula, charge and spin) = 197.80 kJ/mol



DFT (ωB97M-V with the def2-TZVPD basis set) results for CO3Tl as an isolated structure.

Atoms and positions in Å:
1 O -0.55497 0.86106 0.03872
2 C -1.13315 -0.20026 0.00670
3 O -2.12788 -0.81122 0.01786
4 O 1.37931 -0.90567 -0.02726
5 Tl 1.45525 0.90250 0.04554

Output
net charge = +1
orbital gap (spin up / spin down) = 7.64 / 7.51 eV
relative energy (zero: lowest compared OMol25 entry of this formula, charge and spin) = 21.93 kJ/mol



DFT (ωB97M-V with the def2-TZVPD basis set) results for an isolated ion of composition CO5S and charge -2.

Atoms and positions in Å:
1 C -0.66593 -0.62555 -0.38235
2 O -0.58869 -0.12625 -1.55287
3 O -1.26106 0.35485 0.54935
4 O -0.83040 -1.83568 -0.04798
5 O 0.85095 2.45902 0.94320
6 O 1.45314 0.16931 0.25982
7 S 0.53428 0.92822 1.19128

Output
net charge = -2
orbital gap = 5.99 eV
relative energy (zero: lowest compared OMol25 entry of this formula, charge and spin) = 173.02 kJ/mol



DFT (ωB97M-V with the def2-TZVPD basis set) results for an isolated ion of composition CO5S2 and charge -2.

Atoms and positions in Å:
1 C -1.72132 0.09926 -0.00723
2 O -1.46046 0.79971 0.95848
3 O 2.27476 0.69941 1.23534
4 O -2.70934 0.16593 -0.74278
5 O -0.91188 -0.98797 -0.45628
6 O 2.55026 0.21556 -1.09096
7 S 0.46919 -1.51229 0.16765
8 S 1.50879 0.52038 -0.06422

Output
net charge = -2
orbital gap = 6.20 eV
relative energy (zero: lowest compared OMol25 entry of this formula, charge and spin) = 117.69 kJ/mol



DFT (ωB97M-V with the def2-TZVPD basis set) results for Ca3H12N2O12 as an isolated structure.

Atoms and positions in Å:
1 Ca -22.99442 -18.64753 -20.93171
2 Ca -17.53136 -17.66734 -17.60525
3 Ca -18.19244 -21.15577 -23.04322
4 N -19.50092 -19.87852 -20.06776
5 O -18.81072 -19.36149 -19.18455
6 O -20.61273 -19.46680 -20.29776
7 O -18.93555 -20.63189 -20.84132
8 N -20.64459 -16.83385 -22.68447
9 O -19.94346 -16.75688 -23.70741
10 O -20.49929 -15.90505 -21.87972
11 O -21.38525 -17.76481 -22.43447
12 O -17.72004 -18.92427 -22.97345
13 H -18.19706 -18.41375 -23.62770
14 H -17.29055 -18.26869 -22.42391
15 O -15.95806 -19.37327 -18.43000
16 H -15.99253 -19.72082 -19.32120
17 H -15.11082 -19.66328 -18.09191
18 O -18.67646 -16.53083 -19.37618
19 H -18.51810 -16.76506 -20.29067
20 H -18.69887 -15.57390 -19.37397
21 O -22.05043 -17.02871 -19.42540
22 H -21.14716 -17.13800 -19.12812
23 H -22.48790 -16.57789 -18.70317
24 O -16.86902 -22.06942 -18.50718
25 H -16.95046 -21.20897 -18.09581
26 H -17.54442 -22.07606 -19.18542
27 O -23.14454 -19.87876 -18.86252
28 H -23.61382 -20.38929 -18.20269
29 H -22.23127 -20.15057 -18.77144

Output
⟨S²⟩ = 0.76
net charge = +3
orbital gap (spin up / spin down) = 3.34 / 6.58 eV
multiplicity = 2



DFT (ωB97M-V with the def2-TZVPD basis set) results for CaH16O8 as an isolated structure.

Atoms and positions in Å:
1 Ca 0.05884 0.11246 0.06052
2 O 1.98516 -0.71141 1.68570
3 H 2.85627 -0.31496 1.53514
4 H 2.17188 -1.61355 1.98520
5 O -0.56571 -2.27634 -0.06875
6 H -1.21958 -2.64004 -0.67580
7 H 0.13459 -2.94814 -0.03979
8 O 2.19354 0.49016 -1.26861
9 H 3.12436 0.26724 -1.12659
10 H 2.17077 0.90488 -2.14264
11 O 0.68317 2.13238 1.22033
12 H 0.86661 3.07588 1.11451
13 H 0.58203 2.00164 2.17813
14 O -0.66429 -0.45375 2.41597
15 H -0.36746 -0.92106 3.20893
16 H -1.61091 -0.29611 2.56003
17 O -0.58851 1.99305 -1.35272
18 H -1.47582 1.77390 -1.66758
19 H -0.38176 2.83511 -1.78240
20 O -2.47224 -0.19232 -0.05047
21 H -3.17195 0.24995 -0.55570
22 H -2.83390 -1.06285 0.17364
23 O -0.40529 -0.57864 -2.15749
24 H -1.15122 -1.17649 -2.25713
25 H 0.08144 -0.65097 -2.99243

Output
net charge = +2
orbital gap = 12.46 eV
relative energy (zero: lowest compared OMol25 entry of this formula, charge and spin) = 32.31 kJ/mol



DFT (ωB97M-V with the def2-TZVPD basis set) results for Cd2N7O21 as an isolated structure.

Atoms and positions in Å:
1 Cd -1.32554 -0.44041 2.16538
2 Cd 2.07845 0.39404 -2.90139
3 N -2.92449 -2.87621 2.48021
4 O -4.10404 -2.60211 2.26595
5 O -2.29018 -2.45713 3.50931
6 O -2.29848 -3.60156 1.67941
7 N 1.66636 -1.03696 3.67322
8 O 2.68371 -0.38547 3.48284
9 O 0.62063 -0.85655 2.98174
10 O 1.63214 -1.89315 4.58005
11 N -4.17169 0.99213 1.30199
12 O -5.14790 0.33676 1.59755
13 O -3.01008 0.45948 1.52345
14 O -4.18327 2.11708 0.82645
15 N 0.07191 -0.74837 -4.77040
16 O 0.16257 -1.02028 -5.99270
17 O -0.08901 0.46522 -4.44087
18 O 0.31253 -1.63848 -3.94342
19 N 0.01431 -0.63218 -0.27275
20 O -0.46188 0.32801 0.37628
21 O -0.40326 -1.72442 0.15522
22 O 0.62320 -0.44311 -1.32595
23 N 0.79861 3.33662 -1.44152
24 O 1.35534 2.36743 -2.04838
25 O -0.40609 3.50347 -1.60038
26 O 1.43271 4.07875 -0.67989
27 N 4.35922 1.00580 -0.77655
28 O 4.34697 1.11656 0.42581
29 O 3.36574 0.42372 -1.36033
30 O 5.29147 1.43131 -1.47033

Output
net charge = -3
orbital gap = 6.17 eV
relative energy (zero: lowest compared OMol25 entry of this formula, charge and spin) = 0.00 kJ/mol



DFT (ωB97M-V with the def2-TZVPD basis set) results for CdF24P4 as an isolated structure.

Atoms and positions in Å:
1 Cd -0.05254 0.12179 0.18838
2 P -0.54876 2.93674 0.92922
3 F -0.08639 3.81241 2.20287
4 F -1.29223 1.86842 1.87549
5 F -1.91514 3.77895 0.83888
6 F -1.06356 1.98135 -0.35038
7 F 0.23349 3.95710 -0.01782
8 F 0.78547 1.96477 0.83830
9 P 1.46406 -1.25078 2.34896
10 F 0.31343 -1.69141 1.26466
11 F 2.30425 -2.55481 1.96200
12 F 2.13909 -0.35398 1.13027
13 F 2.56841 -0.77635 3.41773
14 F 0.58124 0.11983 2.55473
15 F 0.67125 -1.95542 3.53427
16 P 1.77119 -0.41746 -2.54117
17 F 2.57500 -1.60492 -3.27162
18 F 2.17354 0.68960 -3.62186
19 F 0.46172 -0.84100 -3.35883
20 F 0.91188 0.73480 -1.69744
21 F 1.31435 -1.40159 -1.31060
22 F 3.10461 -0.05011 -1.69457
23 P -2.64799 -1.34386 -0.77018
24 F -1.54299 -2.50430 -0.67233
25 F -1.50599 -0.31218 -1.35203
26 F -3.14896 -1.75423 -2.22604
27 F -3.72743 -0.11676 -0.78239
28 F -3.71585 -2.31744 -0.08763
29 F -2.12516 -0.71915 0.66913

Output
net charge = -2
orbital gap = 12.97 eV



DFT (ωB97M-V with the def2-TZVPD basis set) results for CdH11O6 as an isolated structure.

Atoms and positions in Å:
1 Cd 28.61285 -24.18068 18.57323
2 O 30.27695 -23.01815 18.66079
3 H 31.17738 -23.29529 18.77515
4 O 27.64524 -22.89027 17.24071
5 H 27.14278 -22.95565 16.41553
6 H 27.63772 -21.94754 17.47030
7 O 27.95933 -23.00154 20.28415
8 H 28.39141 -22.31621 20.81750
9 H 27.02277 -22.94923 20.52131
10 O 29.47675 -25.56250 19.96260
11 H 29.06059 -26.22929 20.53132
12 H 30.36219 -25.90881 19.77532
13 O 28.96693 -25.69493 16.91209
14 H 29.87858 -25.95738 16.71300
15 H 28.44943 -26.51004 16.84283
16 O 26.65831 -25.12792 18.79346
17 H 26.33555 -26.03463 18.90676
18 H 25.92805 -24.57048 19.09680

Output
net charge = +1
orbital gap = 8.06 eV
relative energy (zero: lowest compared OMol25 entry of this formula, charge and spin) = 73.18 kJ/mol



DFT (ωB97M-V with the def2-TZVPD basis set) results for CdHO3S as an isolated structure.

Atoms and positions in Å:
1 S 1.29009 0.30045 1.82617
2 O 1.05390 -0.97039 0.96563
3 O -1.39063 -0.06314 -1.54461
4 Cd 0.14606 0.09677 -0.54141
5 O 0.91453 1.42380 0.82054
6 H -2.01396 -0.78750 -1.52632

Output
⟨S²⟩ = 0.75
net charge = 0
orbital gap (spin up / spin down) = 8.80 / 9.36 eV
multiplicity = 2



The evaluated DFT total energy for the records listed, in turn: -846.407553; -1167.601327; -461.600325; -516.944497; -1039.639278; -393.818444; -1479.674629; -1882.247773; -928.174331; -1458.364187; -1458.289135; -435.805512; -812.442170; -1210.686066; -3051.373410; -1288.761814; -2298.005051; -3931.003472; -625.521809; -792.179538 Ha.
The evaluated strongest force on any atom for the records listed, in turn: 6.815; 2.793; 6.360; 5.228; 5.570; 2.403; 5.844; 5.140; 6.207; 1.245; 3.755; 6.726; 5.712; 3.094; 6.945; 0.822; 3.045; 2.175; 2.793; 3.916 eV/Å.